12
Properties=species:S:1:pos:R:3:forces:R:3 method="wB97M-V/def2-TZVPD" e_tot_ha=-232.06105 e_lumo_ev=0.9 smiles="C#CC(=C)C=C" spin_multiplicity=1 fmax_ev_per_a=6.567 relative_energy_kcal_mol=103.7
C 0.612836 1.629247 -1.684101 -0.831 -0.647 0.147
C 0.174944 0.641900 -1.147947 0.986 0.918 -0.219
C 0.731251 0.532644 1.687315 -0.887 -1.457 3.395
C -1.041234 -1.410930 -0.852560 -0.399 0.142 -1.721
C 0.166873 -0.587494 1.250705 0.958 3.714 -5.330
C -0.160379 -0.513958 -0.430300 -0.112 -1.009 3.571
H 0.727487 2.504452 -2.254151 0.385 0.475 -0.210
H 0.725908 0.935862 2.742495 -0.031 -1.001 -1.090
H 1.315963 1.074581 1.054234 1.204 1.694 -1.880
H -1.134225 -2.270927 -0.232724 -0.688 -0.629 0.225
H -1.620823 -1.332934 -1.829581 1.072 -0.201 1.407
H -0.498601 -1.202443 1.696616 -1.658 -2.000 1.706

***

16
Properties=species:S:1:pos:R:3:forces:R:3 method="wB97M-V/def2-TZVPD" e_tot_ha=-968.72784 e_lumo_ev=0.6 spin_multiplicity=1 fmax_ev_per_a=3.818 relative_energy_kcal_mol=34.3
C -1.310429 -0.274560 -0.774669 -0.834 0.183 1.808
C -2.148460 -1.144807 0.209753 -0.415 1.187 -0.540
C 2.354732 0.876895 -0.493028 3.463 -1.607 -0.047
N -0.079795 -0.044219 -0.730973 0.344 -0.433 -0.633
N 1.070248 0.001658 1.656381 2.365 -2.402 0.507
P 1.362967 -0.619381 0.012232 -0.366 1.410 0.720
S -2.354936 0.754422 -1.762040 -0.782 -0.529 -0.095
H -1.373066 1.548213 -2.104293 0.617 0.548 -0.402
H -2.092385 -0.712859 1.240909 -0.761 0.150 -1.001
H -3.158733 -1.486485 -0.168145 1.018 0.965 0.630
H -1.594813 -2.000446 0.349901 1.317 -2.350 0.121
H 3.055251 0.682996 -1.430695 -1.957 0.605 1.541
H 1.715713 1.727767 -0.507974 -0.371 0.690 -0.481
H 3.127762 1.048131 0.336590 -1.104 -0.305 -0.952
H 1.270995 -0.668377 2.454418 -0.443 1.042 -1.589
H 0.154949 0.311052 1.711632 -2.091 0.845 0.414

***

27
Properties=species:S:1:pos:R:3:forces:R:3 method="wB97M-V/def2-TZVPD" e_tot_ha=-1953.00249 e_lumo_ev="3.2 / 3.0" s_squared=8.843 charge=-1 spin_multiplicity=6 fmax_ev_per_a=1.977 relative_energy_kcal_mol=30.4
C 0.773242 -0.887293 -1.431636 0.156 -0.460 -0.620
C 2.116175 -1.057649 -1.679828 0.616 0.136 -0.026
C 3.160495 -0.414772 -0.996725 0.579 -0.184 -0.086
C 2.959789 0.534393 0.015218 -0.325 -0.065 -0.254
C 1.711216 0.942420 0.468565 1.900 0.473 0.279
Mn 0.137030 0.043598 0.108489 -1.368 -0.436 -0.328
P -1.953063 -1.152208 -0.572827 -0.485 -0.304 -0.012
H 0.110850 -1.444363 -2.115327 0.379 0.231 0.223
H 2.427487 -1.743516 -2.479113 -0.097 0.161 0.117
H 4.187356 -0.642242 -1.294864 -0.241 0.019 0.094
H 1.760865 1.786421 1.171609 -0.199 -0.203 -0.259
H 3.854216 0.992374 0.458361 -0.188 -0.052 -0.205
H -2.597222 -1.910760 0.454844 -0.160 0.286 -0.387
H -1.994305 -2.132275 -1.605671 0.124 0.344 0.340
H -3.039325 -0.340250 -1.033369 -0.022 -0.366 0.260
C -3.911706 1.968504 3.389364 -0.198 0.078 0.124
N -2.586689 1.723949 2.836863 0.453 0.180 0.045
C -1.396879 2.178657 3.397355 -0.223 -0.570 -0.576
C -0.391405 1.703716 2.613201 -0.987 -0.198 -0.452
N -0.945554 0.978833 1.555050 -1.084 0.595 1.051
C -2.283450 1.022300 1.725721 1.220 0.415 0.826
H -3.981541 1.577625 4.413988 0.080 -0.028 -0.277
H -4.129543 3.044926 3.417530 0.078 -0.179 -0.131
H -4.655309 1.467047 2.763250 0.034 0.061 0.061
H -1.356847 2.782457 4.287156 -0.174 -0.069 -0.030
H 0.668870 1.824507 2.717125 -0.014 -0.056 0.011
H -3.040140 0.561877 1.101365 0.145 0.188 0.215